1.
Here is a 2-piece molecular cluster, C3H4INO overall from OMol25. Energies are from wB97M-V/def2-TZVPD.

```
10
Properties=species:S:1:pos:R:3:forces:R:3:mulliken_spin:R:1
C 1.5695 1.8590 0.4686 -0.717 2.804 0.935 0.12
C -1.3853 -1.0173 -0.8447 -0.024 -0.496 2.031 -0.01
C -0.9592 -0.5100 0.3609 0.024 -1.764 -2.569 0.01
N 1.4621 0.6571 0.4873 -1.758 2.932 1.190 0.26
O 1.5322 3.0439 0.5813 0.494 -1.902 -0.600 0.14
I 2.5539 -0.8840 -0.1699 2.653 -3.461 -1.589 1.48
H -2.2661 -0.5975 -1.3554 0.595 -0.033 0.258 0.00
H -1.0684 -2.0337 -1.2349 0.039 1.547 0.491 0.00
H -1.3547 0.3637 0.8089 -0.593 0.822 0.068 0.00
H -0.0840 -0.8812 0.8979 -0.712 -0.448 -0.216 0.00
```
Forces are in eV/Å.

Results
HOMO energy (alpha / beta) = -7.30 / -9.72 eV
Spin multiplicity = 3
Charge = 0
Expectation value of S² = 2.01

2.
Here is a 2-piece molecular cluster, C24H38F6N3O11P overall from OMol25. Energies are from wB97M-V/def2-TZVPD.

```
83
Properties=species:S:1:pos:R:3:forces:R:3:lowdin_charge:R:1
C -0.4616 -0.4030 3.0725 -0.905 0.267 -0.893 0.01
C -0.7023 -1.9105 2.6188 1.225 -2.824 3.141 -0.39
O -0.3926 -2.8085 3.4489 -1.415 3.276 -3.512 0.07
O -1.2035 -2.2956 1.3166 1.338 1.678 1.624 -0.09
C -0.0390 -2.7828 0.6019 1.450 -1.626 0.433 -0.18
C -0.0242 -2.6595 -0.9770 -0.428 -1.112 -0.637 -0.08
C -0.4620 -1.2754 -1.6489 -0.214 -0.604 -0.497 -0.20
C 0.0746 -0.1061 -0.7007 0.140 1.392 0.452 -0.11
C 1.6689 -0.1316 -0.4245 0.419 0.914 1.273 -0.10
C 2.2816 1.3656 -0.4158 -1.481 0.943 -0.069 -0.26
F 3.5331 1.6929 -1.0568 -1.427 -0.307 1.152 -0.06
C 1.6419 2.4787 0.2732 2.429 -3.240 -1.687 0.06
F 1.9457 2.6124 1.6602 -2.303 1.897 -3.450 0.10
F 0.7540 3.3964 -0.3540 2.020 -1.634 3.716 0.11
C -2.0602 -1.2747 -2.0300 -0.341 0.458 1.984 -0.23
C -3.0823 -2.0435 -1.0729 -0.201 -0.513 1.368 -0.07
C -4.5181 -2.4086 -1.6509 -1.843 -0.940 -0.238 -0.09
C -5.7171 -2.2641 -0.5741 -0.150 1.475 0.054 -0.09
F -6.6515 -3.3573 -0.4844 2.748 1.835 0.688 -0.01
C -5.9117 -1.1484 0.2734 -0.152 -1.679 0.263 -0.14
F -5.9595 0.1948 -0.1314 1.127 -3.226 1.500 0.06
F -6.0760 -1.3708 1.6800 -0.709 1.273 -3.556 0.03
O -2.3891 0.1148 -1.7508 -0.569 -0.436 -2.589 -0.13
C -3.3142 0.7069 -2.6758 -0.727 2.658 0.042 -0.13
C -3.6630 2.1861 -2.0667 -1.494 -0.368 -0.203 -0.32
C -5.2299 2.5288 -2.2940 0.007 -0.008 0.067 -0.06
O -3.4488 2.1885 -0.6156 0.703 0.861 -1.340 -0.08
C -2.1376 -1.6860 -3.5659 -0.707 -0.636 -3.932 -0.27
O -3.0332 -2.0833 -4.3292 2.070 1.213 3.638 0.12
O -0.8935 -1.4908 -4.2317 -1.597 0.414 4.417 -0.01
C 0.0477 -1.0616 -3.1830 2.592 -1.379 -0.950 -0.30
C 1.3486 -1.9164 -3.6753 0.449 -0.094 0.161 -0.11
O 0.9351 -3.3229 -3.8792 -1.005 1.958 0.566 -0.15
N 2.0856 -4.0048 -4.1914 1.392 -1.610 2.083 -0.02
O 2.4442 -4.6144 -3.2221 -0.306 0.634 -2.038 0.07
P 0.5308 0.6555 -3.8195 0.716 2.015 -5.338 0.76
N 0.4543 0.5549 -5.4296 -0.213 0.314 2.676 -0.17
O 2.1981 1.0334 -3.5072 -3.423 0.262 1.116 -0.19
O -0.5090 1.9417 -3.4009 2.158 -0.934 1.016 -0.20
H 0.4429 0.0849 2.5457 -1.304 -1.020 0.824 0.08
H -0.3547 -0.3446 4.2110 0.006 -0.384 -1.850 0.10
H -1.3797 0.2013 2.7662 1.167 -0.674 0.356 0.09
H 0.8917 -2.3446 1.1331 -1.278 -0.498 -1.366 0.13
H 0.0292 -3.9163 0.8365 -0.023 1.747 -0.498 0.15
H 1.0240 -3.0386 -1.2864 -1.637 0.855 0.452 0.13
H -0.7402 -3.4682 -1.3920 1.236 1.190 0.640 0.14
H -0.1232 0.9588 -1.1030 -0.050 -1.973 0.237 0.10
H -0.4167 -0.0892 0.3441 0.368 -0.453 -1.892 0.12
H 2.2605 -0.8231 -1.1060 -0.645 1.323 0.634 0.11
H 1.8730 -0.5055 0.6529 -0.477 0.168 -1.807 0.10
H -2.6706 -3.0164 -0.6049 -0.475 1.589 -0.981 0.13
H -3.2499 -1.3495 -0.1635 0.559 -0.982 -1.589 0.14
H -4.8539 -1.8796 -2.5959 0.795 -0.593 1.088 0.11
H -4.5078 -3.5359 -1.9072 -0.274 1.835 0.270 0.14
H -4.3219 0.1914 -2.7837 1.539 0.142 0.241 0.12
H -2.8706 0.9397 -3.7174 -0.505 -0.855 1.509 0.14
H -3.0669 2.9946 -2.6081 -0.448 -1.166 0.958 0.13
H -5.8814 1.5975 -2.4089 1.017 1.130 0.182 0.07
H -5.3910 3.1631 -3.2332 0.219 -0.768 1.391 0.08
H -5.6144 3.0669 -1.3480 0.673 -0.649 -1.664 0.09
H -2.9882 3.0297 -0.4176 -0.447 -0.786 -0.073 0.09
H 2.1843 -1.9494 -2.9027 -1.096 0.383 -0.870 0.12
H 1.7587 -1.5642 -4.6783 -0.681 -0.015 1.344 0.13
H -0.2136 1.2475 -5.7942 0.381 -0.525 0.143 -0.01
H 2.1467 1.9749 -3.2006 0.702 -1.075 -0.084 0.06
H 0.0544 2.7348 -3.2551 -0.664 -0.511 -0.059 0.07
C 4.1569 0.7854 6.7402 -0.112 -0.369 -0.086 -0.10
O 3.4837 1.0196 5.5138 0.026 0.481 0.053 -0.19
C 3.7368 2.2964 4.9357 -0.099 -0.076 -0.248 -0.20
C 5.0598 2.3885 4.1486 0.067 -0.326 0.259 -0.43
C 6.2945 2.4909 5.0400 0.213 0.176 0.022 -0.07
N 5.2250 1.2512 3.2342 -0.352 0.029 0.044 0.04
H 4.2506 1.6951 7.3399 0.057 0.029 -0.073 0.09
H 5.1393 0.3489 6.5519 0.107 0.118 0.173 0.07
H 3.5776 0.0543 7.3091 -0.039 0.092 -0.105 0.09
H 2.9153 2.4660 4.2312 0.018 -0.120 0.038 0.10
H 3.6624 3.0861 5.6930 0.123 -0.038 0.099 0.12
H 5.0191 3.3055 3.5492 -0.121 -0.072 0.012 0.13
H 6.5731 1.5333 5.4848 -0.117 0.041 -0.058 0.07
H 7.1555 2.8291 4.4568 -0.124 -0.068 0.014 0.08
H 6.1365 3.2100 5.8486 0.008 -0.048 -0.028 0.08
H 4.4487 1.2481 2.5743 0.165 0.030 -0.082 0.06
H 5.0804 0.4007 3.7796 0.146 0.115 -0.071 0.07
```
Forces are in eV/Å.

Results
SMILES = CC(=O)OCC[C@]1(CCC(F)=C(F)F)[C@@](CCC(F)=C(F)F)(OC[C@@H](C)O)C(=O)O[C@@]1(CON=O)P(=N)(O)O.COC[C@@H](C)N
HOMO energy = -8.20 eV
Charge = 0

3.
Here is C28H32N5O5PS4Ti as an isolated structure from OMol25. Energies are from wB97M-V/def2-TZVPD.

```
76
Properties=species:S:1:pos:R:3:forces:R:3:mulliken_spin:R:1
Ti 0.4302 -0.1886 -0.5257 -0.837 0.330 -0.922 0.96
O 2.1012 3.3325 1.5043 -0.012 -0.012 -0.070 0.00
C 1.6908 2.1822 1.0540 0.059 -0.076 0.142 -0.01
O 1.5741 1.8700 -0.1251 -0.198 -0.096 0.195 0.01
C 1.4087 1.1693 2.1217 -0.020 -0.078 0.009 0.04
C 1.6523 1.3289 3.4811 -0.059 -0.056 -0.169 0.00
C 1.4055 0.2481 4.3160 -0.059 -0.160 -0.007 0.01
C 0.9304 -0.9528 3.7797 0.066 0.392 -0.086 0.00
C 0.7134 -1.0017 2.4157 -0.093 -0.400 -0.341 0.04
N 0.9499 0.0342 1.6067 0.165 -0.175 0.166 -0.02
C 0.2312 -2.1893 1.6082 0.255 0.587 0.223 -0.01
O -0.1001 -3.3119 2.1573 -0.063 -0.147 -0.096 0.00
O 0.1562 -2.0566 0.3842 0.085 -0.280 0.366 0.00
H 2.3147 3.9572 0.7886 -0.010 -0.026 0.024 0.00
H 2.0290 2.2703 3.8550 0.012 0.002 0.057 0.00
H 1.5879 0.3223 5.3796 0.020 0.040 0.010 0.00
H 0.7523 -1.7995 4.4283 -0.004 -0.026 0.030 0.00
H 0.0092 -3.3495 3.1199 0.013 0.015 -0.009 0.00
S 3.8917 -4.3437 -5.9152 -0.095 -0.031 0.231 0.00
N 2.3241 -4.0626 -5.6793 0.093 0.137 -0.045 0.00
C 2.2333 -3.2817 -4.6110 -0.162 -0.138 -0.131 0.00
C 1.0015 -2.7701 -4.0466 -0.046 0.045 0.002 0.00
C -0.2700 -3.0521 -4.5582 -0.034 0.067 0.091 0.00
C -1.3732 -2.5112 -3.9313 0.008 0.047 0.059 0.00
C -1.1917 -1.7016 -2.8118 -0.052 0.009 -0.022 0.00
N 0.0120 -1.4238 -2.3207 0.058 0.091 0.360 -0.02
C 1.0960 -1.9494 -2.9210 0.236 -0.118 -0.010 0.01
C 2.3901 -1.6405 -2.3140 -0.018 -0.090 -0.104 -0.01
N 2.3797 -0.8630 -1.2039 -0.066 0.098 0.083 -0.03
C 3.5457 -0.5884 -0.6145 0.067 0.035 0.062 0.00
C 4.7670 -1.0549 -1.0848 -0.115 -0.006 -0.041 0.00
C 4.7857 -1.8431 -2.2180 -0.011 0.073 0.090 0.00
C 3.5771 -2.1464 -2.8493 -0.072 -0.026 -0.021 0.00
C 3.4800 -2.9771 -4.0336 0.213 -0.032 0.084 0.00
N 4.5047 -3.5297 -4.6687 -0.057 0.092 -0.121 0.00
H -0.3682 -3.6891 -5.4272 0.013 -0.017 -0.021 0.00
H -2.3753 -2.7073 -4.2849 0.006 -0.023 -0.027 0.00
H -2.0306 -1.2629 -2.2841 0.008 -0.019 -0.033 0.00
H 3.5019 0.0320 0.2717 0.021 -0.018 -0.024 0.00
H 5.6764 -0.7975 -0.5623 0.016 0.002 0.007 0.00
H 5.7108 -2.2324 -2.6232 0.008 -0.007 -0.010 0.00
C -3.8691 -1.6760 2.3511 0.000 -0.199 -0.086 0.00
C -3.4396 -1.6249 0.8799 -0.060 -0.164 0.060 0.00
S -2.2386 -0.3124 0.5211 0.217 0.124 -0.037 0.01
C -3.2223 1.1352 0.0758 -0.197 -0.009 -0.138 0.00
C -3.1924 2.3164 1.0519 -0.131 0.162 -0.016 0.00
S -1.7513 2.4613 2.1278 0.105 0.052 -0.094 0.00
C -2.3842 1.8638 3.7138 -0.047 0.118 0.224 0.00
C -2.6959 0.3808 3.8606 0.111 0.052 0.111 0.00
S -4.2805 -0.0879 3.0991 -0.028 -0.032 0.022 0.00
H -3.1186 -2.1906 2.9540 0.023 0.119 0.048 0.00
H -4.7708 -2.2869 2.4270 0.012 0.005 -0.051 0.00
H -4.2967 -1.4866 0.2218 0.025 0.092 0.003 0.00
H -2.9702 -2.5679 0.5914 0.023 0.009 -0.020 0.00
H -4.2497 0.7971 -0.0613 0.022 -0.032 0.052 0.00
H -2.8612 1.4475 -0.9016 0.041 -0.026 0.048 0.00
H -4.0681 2.2997 1.6970 0.047 -0.013 -0.025 0.00
H -3.2520 3.2389 0.4717 0.029 0.005 0.028 0.00
H -3.2518 2.4710 3.9812 -0.001 -0.007 -0.054 0.00
H -1.6060 2.1486 4.4272 0.002 -0.048 -0.008 0.00
H -2.7417 0.1446 4.9268 -0.047 0.004 -0.042 0.00
H -1.9020 -0.2151 3.4163 0.036 -0.051 -0.079 0.00
C -1.7655 2.0423 -3.8093 0.025 0.012 0.014 0.00
P -0.4581 2.2792 -2.6157 -0.022 -0.019 0.045 0.00
C 1.1011 2.1404 -3.4805 -0.028 0.035 -0.082 0.01
C -0.6086 3.9175 -1.8904 -0.036 0.012 0.028 0.00
O -0.5752 1.1979 -1.5128 0.523 -0.184 0.043 0.02
H -1.7192 2.8280 -4.5648 0.005 0.021 -0.017 0.00
H -2.7388 2.0879 -3.3200 0.001 0.021 0.026 0.00
H -1.6562 1.0754 -4.3013 0.024 -0.011 0.019 0.00
H 1.1541 2.9187 -4.2446 0.024 -0.001 -0.009 0.00
H 1.1589 1.1702 -3.9775 -0.007 -0.006 0.018 0.00
H 1.9435 2.2594 -2.7989 -0.055 0.009 0.042 0.00
H 0.2968 4.5008 -2.0529 0.025 -0.008 -0.027 0.00
H -0.7833 3.8252 -0.8177 -0.003 -0.044 -0.004 0.00
H -1.4470 4.4570 -2.3306 0.005 0.002 -0.027 0.00
```
Forces are in eV/Å.

Results
HOMO energy (alpha / beta) = -15.48 / -15.48 eV
Spin multiplicity = 2
Charge = +3
Expectation value of S² = 0.75

4.
Here is a 2-piece molecular cluster, C5H13N overall from OMol25. Energies are from wB97M-V/def2-TZVPD.

```
19
Properties=species:S:1:pos:R:3:forces:R:3:nbo_charge:R:1
C -1.7303 -1.7540 2.1090 0.344 0.238 2.049 -0.07
N -0.8354 -0.8816 2.2818 0.598 0.308 -1.528 -0.38
C -1.2245 0.3476 2.9754 0.079 -0.639 -0.051 -0.45
H -1.5298 -2.7377 1.7023 0.164 0.153 -0.492 0.18
H -2.6269 -1.6476 2.7280 -0.681 -0.120 -0.557 0.13
H -1.7449 1.0361 2.3108 -0.492 -0.315 -0.103 0.21
H -1.8387 -0.0220 3.8033 -0.099 0.974 0.262 0.18
H -0.3670 0.9543 3.2742 0.106 -0.595 0.397 0.21
C 1.4384 -0.5407 -1.1970 1.343 -0.005 -0.758 -0.61
C 1.0277 0.8972 -1.4796 -2.408 -0.528 0.855 -0.40
C 0.7751 1.1178 -2.9606 0.998 -0.423 -0.461 -0.60
H 1.6116 -0.8227 -0.1681 -0.016 0.432 0.448 0.22
H 0.7499 -1.2967 -1.5749 -0.110 0.242 -0.324 0.20
H 2.4068 -0.6349 -1.7216 -0.240 -0.596 0.161 0.19
H 0.0256 1.0051 -1.0270 0.341 0.331 0.306 0.19
H 1.6858 1.6066 -0.9772 0.099 0.054 -0.360 0.20
H 0.2822 2.0494 -3.2350 0.295 0.177 0.200 0.21
H 0.1522 0.3206 -3.3734 -0.080 -0.069 0.232 0.20
H 1.7422 1.0030 -3.4706 -0.240 0.382 -0.276 0.20
```
Forces are in eV/Å.

Results
SMILES = C=NC.CCC
HOMO energy = -9.59 eV
Charge = 0

5.
Here is a 2-piece molecular cluster, C6H13NO2 overall from OMol25. Energies are from wB97M-V/def2-TZVPD.

```
22
Properties=species:S:1:pos:R:3:forces:R:3:nbo_charge:R:1
H -0.9490 -1.0438 2.0983 0.123 0.189 0.233 0.37
N -1.4742 -0.2391 1.7577 0.355 -0.083 -1.494 -0.72
C -0.8296 0.4369 0.9063 1.291 0.716 2.843 0.58
C -1.2745 1.7829 0.4245 0.063 -0.177 -0.587 -0.70
O 0.8376 0.6519 1.2194 -1.531 -0.507 0.619 -0.38
O 1.2614 -0.4235 2.0874 -0.240 0.737 -0.444 -0.48
H -0.4922 2.2830 -0.1438 0.012 -0.033 0.038 0.22
H -1.5413 2.3989 1.2842 0.066 -0.134 -0.030 0.24
H -2.1482 1.6645 -0.2196 0.028 0.037 0.087 0.23
H 1.3456 0.0603 2.9220 -0.037 -0.166 -0.059 0.47
C 1.6055 0.8066 -1.5948 0.031 0.155 0.220 -0.66
C 1.0303 -0.3134 -0.7991 -1.783 -0.753 -0.894 0.05
C -0.3119 -0.6754 -0.8170 1.949 -0.418 -1.223 -0.34
C -0.7075 -2.0992 -0.5151 -0.189 0.177 0.343 -0.63
H 0.8624 1.5697 -1.8297 0.004 -0.064 -0.027 0.21
H 2.4417 1.2726 -1.0723 -0.027 0.023 -0.057 0.23
H 1.9798 0.4050 -2.5439 0.002 0.021 0.090 0.23
H 1.7427 -0.9795 -0.3234 -0.081 0.061 0.142 0.21
H -0.9414 -0.1622 -1.5408 -0.050 0.193 0.175 0.21
H -0.0766 -2.5216 0.2707 0.000 0.009 -0.043 0.21
H -1.7431 -2.1401 -0.1706 0.019 -0.057 0.033 0.22
H -0.6175 -2.7346 -1.4001 -0.006 0.075 0.035 0.21
```
Forces are in eV/Å.

Results
SMILES = [H]/N=C(/C)OO.C/C=C/C
HOMO energy = -8.24 eV
Charge = 0

6.
Here is C3H3DyO2 as an isolated structure from OMol25. Energies are from wB97M-V/def2-TZVPD.

```
9
Properties=species:S:1:pos:R:3:forces:R:3:mulliken_spin:R:1
C -0.4274 0.5846 0.3865 3.595 -0.987 2.064 0.68
C -1.6204 0.5236 -0.2339 -2.539 -0.342 -2.023 0.41
H -2.2129 1.4310 -0.3801 -0.204 0.014 0.301 0.04
H -0.0639 1.4054 1.0114 0.176 0.093 -0.237 0.04
H -1.9871 -0.4028 -0.6813 -0.163 0.047 0.008 0.03
O 1.7815 -0.8560 -0.1682 0.073 1.330 -0.776 0.01
C 0.7226 -0.8071 0.4379 -0.388 0.535 -0.079 0.25
O 0.1739 -1.5732 1.1980 -0.889 -0.353 0.702 0.76
Dy 3.6338 -0.3054 -1.5703 0.338 -0.336 0.039 3.77
```
Forces are in eV/Å.

Results
HOMO energy (alpha / beta) = -25.21 / -22.83 eV
Spin multiplicity = 7
Charge = +3
Expectation value of S² = 12.99

For reference, E_tot by record: -544.227040, -2869.084333, -4519.140629, -252.998683, -441.441404, -1150.211942 Ha.
For reference, max |F| by record: 4.64, 5.75, 1.29, 2.61, 3.20, 4.26 eV Å⁻¹.